Entry 1:
Computed, not measured: a structure of composition C51H43Co2NO5P, with the ωB97M-V functional and the def2-TZVPD basis.

The geometry in XYZ format:
```
103
Properties=species:S:1:pos:R:3:mulliken_charge:R:1
C -3.66184 1.28244 -1.95835 -0.8030
C -4.00752 0.93172 -0.65078 -0.9910
C -3.32897 1.54858 0.40070 1.0272
C -2.39159 2.60099 0.14860 -0.5538
C -1.76992 3.38290 1.36115 -1.0236
C -0.57178 2.54187 1.71616 -0.2289
N 0.68502 2.87261 1.40518 0.8060
C 1.01494 3.88547 0.37468 -0.5038
C 2.46452 4.40294 0.42766 -0.8263
C 3.51873 3.29702 0.63137 -0.7769
C 3.14709 2.43339 1.84757 -0.7126
C 1.71978 1.87347 1.71103 -0.7077
C -0.78566 1.22358 2.30542 -0.4833
C -0.93850 0.02035 1.56322 0.1154
C -1.31228 -1.14887 2.20699 -0.9222
C -1.49485 -1.16962 3.60396 -0.5172
C -1.26471 -0.00271 4.34816 0.0680
C -0.88688 1.16131 3.71481 -0.5593
C -2.04387 2.90698 -1.15174 -0.0886
C -2.71138 2.28180 -2.21498 -0.9692
H -4.16909 0.77108 -2.76831 0.3470
H -4.72341 0.14725 -0.36656 0.4079
H -3.63223 1.25628 1.42437 0.0886
H -1.50475 4.43810 1.34139 1.5116
H 0.80213 3.49012 -0.63195 0.1851
H 0.30594 4.70905 0.48222 0.1587
H 2.68613 4.93380 -0.51777 0.3771
H 2.51888 5.11053 1.27530 0.3144
H 3.59020 2.67457 -0.28070 0.3655
H 4.50355 3.77071 0.78461 0.3267
H 3.89248 1.61076 1.92228 0.3927
H 3.20315 3.06374 2.76073 0.2795
H 1.52005 1.39027 2.67922 0.1592
H 1.74847 1.05099 0.96433 0.2848
H -0.78387 0.06374 0.47942 0.4511
H -1.45544 -2.06272 1.62147 0.3762
H -1.86051 -2.08412 4.07312 0.3844
H -1.38162 -0.02707 5.43967 -0.1222
H -0.64692 2.06312 4.29387 0.7802
H -1.29599 3.68436 -1.35227 0.3092
H -2.45241 2.51778 -3.23733 0.4000
O -6.38516 2.35928 2.58534 -0.4042
C -5.79034 2.92698 3.40233 -0.1257
Co -4.90061 3.76039 4.61964 0.2713
C -5.60916 5.35651 4.39009 0.0536
O -6.19104 6.35159 4.17438 -0.4331
C -5.78261 2.98628 5.89019 0.7012
O -6.41533 2.41484 6.67177 -0.4714
C -3.35245 2.87875 5.01893 1.6471
C -3.13461 3.86043 3.89614 0.0431
C -2.96095 3.78685 2.45943 1.7467
C -3.65879 4.96940 1.77514 0.5712
C -4.32084 4.67260 0.57702 -0.5700
C -5.12392 5.64638 0.00818 -0.9104
C -5.21074 6.91067 0.56101 -1.0619
C -4.45715 7.19735 1.70188 -0.8500
C -3.64082 6.26148 2.27836 0.2083
Co -2.89039 4.54580 5.66142 0.3004
C -3.43069 6.21356 5.71563 -0.1530
O -3.66072 7.36217 5.84184 -0.5158
C -1.17987 4.40855 5.74236 -0.1930
O -0.03017 4.27178 5.73745 -0.4748
P -3.37881 4.11833 7.69376 1.5093
C -4.74860 4.93807 8.58509 0.2450
C -4.74627 5.00512 9.98963 -0.2866
C -5.77722 5.67053 10.65784 -0.7214
C -6.81421 6.26276 9.93113 -0.6655
C -6.81134 6.19896 8.53654 -0.9473
C -5.77918 5.53857 7.86164 0.2546
C -3.56427 2.35500 8.15709 0.4466
C -4.57966 1.90120 9.00835 -0.7494
C -4.65326 0.54578 9.34356 -0.6827
C -3.73344 -0.36103 8.81809 -0.8386
C -2.71783 0.08948 7.97065 -0.9578
C -2.62908 1.44748 7.64357 -0.5791
C -1.98563 4.66277 8.76974 0.0959
C -1.21693 3.77985 9.53902 -0.1107
C -0.19953 4.28059 10.35823 -0.6776
C 0.04968 5.65176 10.41960 -0.5685
C -0.71338 6.53068 9.64586 -0.7453
C -1.72887 6.04025 8.82189 -0.2454
H -2.95816 1.88432 4.92066 0.6927
H -3.20814 2.69313 2.05804 -2.0185
H -4.34233 3.66135 0.16542 0.3035
H -5.71113 5.34801 -0.84772 0.4475
H -5.80923 7.64954 0.10919 0.4437
H -4.54059 8.15313 2.18182 0.4819
H -3.09977 6.48843 3.22660 0.4483
H -3.93401 4.55032 10.55787 0.5087
H -5.76346 5.72817 11.74564 0.3933
H -7.62265 6.77674 10.45409 0.3707
H -7.61042 6.66576 7.96361 0.4721
H -5.77099 5.49581 6.76656 -0.2176
H -5.30746 2.59907 9.41513 0.4412
H -5.44405 0.20613 10.01235 0.3785
H -3.80626 -1.42167 9.06542 0.3569
H -1.98728 -0.60808 7.56505 0.4883
H -1.82704 1.80356 6.98772 0.8259
H -1.41019 2.70840 9.50975 0.3718
H 0.39279 3.58535 10.95283 0.4096
H 0.83702 6.03946 11.06875 0.3624
H -0.52596 7.60276 9.68045 0.4173
H -2.32921 6.73142 8.22306 0.3399
```

For the HOMO energy, the calculation gives -0.7 eV. The calculation puts the energy relative to the best compared isomer or geometry (same formula, charge and spin) at 91.9 kcal per mole. The electronic energy is -149848.729 eV. Its net charge is -1. Its HOMO-LUMO gap is 0.1085 Eh.

Entry 2:
Computed, not measured: a cluster of 8 separate species, C29H51FO25 in total, with the ωB97M-V functional and the def2-TZVPD basis.

The geometry in XYZ format:
```
106
Properties=species:S:1:pos:R:3:mulliken_charge:R:1
C 1.59529 1.73086 -2.44895 -1.1161
C 3.12137 1.71879 -2.47180 -0.2569
C 3.69678 0.83288 -3.55383 -0.7189
O 3.60660 1.49088 -4.82093 -0.2273
C 3.09794 0.67565 -5.84285 -0.3709
C 2.92492 1.46090 -7.09988 0.2368
C 2.07208 1.21902 -8.09515 0.5712
F 1.14637 0.27902 -8.17521 -0.2763
C 2.28238 2.18157 -9.21041 0.3515
O 1.58821 2.45982 -10.12789 -0.4796
O 3.47379 2.81570 -8.92012 -0.3424
C 3.69808 2.65389 -7.55010 0.1795
O 4.34103 3.41976 -6.91834 -0.4616
H 1.16132 2.15940 -3.35107 0.2861
H 1.25052 2.28898 -1.57717 0.3837
H 1.21561 0.71407 -2.32479 0.2268
H 3.49935 2.73386 -2.60607 0.2420
H 3.47560 1.34577 -1.50819 0.2968
H 3.18624 -0.13376 -3.58153 0.4406
H 4.75547 0.63710 -3.35350 0.2620
H 2.15086 0.20572 -5.55910 0.5315
H 3.81015 -0.13470 -6.06834 0.2875
C 5.07675 -0.38025 3.15127 -0.5264
O 4.83250 0.90831 3.72418 -0.3312
C 4.14474 1.73199 2.93685 0.8070
O 3.73378 1.47320 1.83574 -0.5264
O 3.99081 2.89093 3.57412 -0.3273
C 3.26590 3.87717 2.83410 -0.6055
H 5.64024 -0.94003 3.89146 0.1903
H 4.13999 -0.89210 2.94135 0.2777
H 5.66064 -0.29168 2.23768 0.2634
H 2.25905 3.52813 2.61403 0.2804
H 3.78291 4.11811 1.90753 0.2852
H 3.22177 4.75439 3.47193 0.2083
C 5.85249 -5.33921 -0.35292 -0.6462
O 6.11097 -4.16056 0.41576 -0.2544
C 7.28498 -4.16298 1.04410 0.7128
O 8.10131 -5.04477 1.01460 -0.5435
O 7.39923 -3.01542 1.71323 -0.2152
C 8.62326 -2.87797 2.44122 -0.6875
H 4.87423 -5.19335 -0.80024 0.2047
H 6.60204 -5.46002 -1.13211 0.2959
H 5.84098 -6.21903 0.28703 0.2969
H 9.47610 -2.90859 1.76660 0.3159
H 8.71507 -3.66278 3.18912 0.3304
H 8.57300 -1.90822 2.92743 0.1919
C -2.29192 -3.50578 -2.43093 -0.7353
O -2.34553 -3.18216 -1.03854 -0.2078
C -1.37483 -2.36806 -0.62297 0.7232
O -0.49879 -1.90914 -1.30652 -0.5876
O -1.54250 -2.15404 0.67934 -0.2375
C -0.56805 -1.28109 1.26160 -0.6770
H -3.13580 -4.16429 -2.61544 0.2452
H -2.38699 -2.60736 -3.03669 0.3124
H -1.36333 -4.01990 -2.67011 0.3064
H -0.60659 -0.29928 0.79472 0.2929
H 0.43145 -1.69851 1.15865 0.2949
H -0.83077 -1.20167 2.31181 0.2239
C -4.50175 -4.63394 1.00652 -0.3736
O -5.92928 -4.72312 0.91278 -0.3592
C -6.54206 -3.55332 0.75208 0.8294
O -6.00710 -2.47743 0.68119 -0.5550
O -7.85435 -3.77441 0.68201 -0.3457
C -8.63718 -2.59023 0.50373 -0.3455
H -4.14528 -5.65226 1.13359 0.2815
H -4.07527 -4.20804 0.10387 0.0788
H -4.20886 -4.03700 1.86801 0.2842
H -8.37527 -2.09074 -0.42673 0.2812
H -8.49799 -1.90224 1.33520 0.0363
H -9.67448 -2.90830 0.46330 0.2313
C -7.32197 -0.69677 3.93035 -0.6723
O -7.58284 0.61949 4.42561 -0.2828
C -8.27662 1.38311 3.58697 0.7267
O -8.69519 1.05386 2.50858 -0.5616
O -8.43795 2.58164 4.15182 -0.2502
C -9.17662 3.51269 3.35487 -0.7530
H -6.76550 -1.21386 4.70596 0.2642
H -8.25615 -1.22322 3.74193 0.2770
H -6.72601 -0.65763 3.01997 0.3231
H -10.18206 3.14250 3.16469 0.3432
H -8.66593 3.70070 2.41317 0.3323
H -9.22493 4.42905 3.93643 0.2257
C 8.94708 -2.63034 -6.69508 -0.6251
O 8.93910 -1.20351 -6.78443 -0.3427
C 7.77578 -0.63966 -6.46452 0.7764
O 6.78052 -1.22778 -6.12328 -0.5664
O 7.89780 0.67796 -6.58877 -0.3560
C 6.70578 1.40007 -6.26096 -0.2567
H 9.94722 -2.94056 -6.98134 0.2137
H 8.73647 -2.95224 -5.67722 0.2908
H 8.21634 -3.06158 -7.37628 0.2942
H 6.42193 1.22241 -5.22648 0.1950
H 5.89392 1.10310 -6.92056 0.0612
H 6.92416 2.45220 -6.40735 0.2801
C -9.50774 3.57476 7.07010 -0.5181
O -9.27693 4.81290 7.75320 -0.3339
C -8.10802 4.88032 8.38556 0.7855
O -7.27522 4.01414 8.42904 -0.5409
O -8.01790 6.07752 8.96679 -0.3244
C -6.80208 6.28742 9.68867 -0.6258
H -10.48930 3.66335 6.61213 0.2378
H -8.75973 3.40749 6.30082 0.2239
H -9.51058 2.74353 7.77260 0.3199
H -5.94377 6.21779 9.02350 0.2953
H -6.70316 5.56150 10.49315 0.2905
H -6.87012 7.28945 10.10106 0.2132
```

For the HOMO energy, the calculation gives -10.0 eV. The electronic energy is -84804.335 eV. Its HOMO-LUMO gap is 0.3442 Eh.

Entry 3:
Computed, not measured: a structure of composition C11H22AsF5N5O2PtSTe, with the ωB97M-V functional and the def2-TZVPD basis.

The geometry in XYZ format:
```
49
Properties=species:S:1:pos:R:3:mulliken_charge:R:1
Pt 1.19077 0.15235 -0.50608 0.7142
N 3.01433 0.85121 0.76363 -0.7628
N 4.09309 -0.02929 0.54042 -0.1384
C 3.94745 -1.31145 0.11624 0.8415
N 5.08637 -2.01182 0.01439 -0.4479
S 2.46874 -2.01973 -0.22370 -0.5327
H 3.16162 1.70809 0.22350 0.2892
H 2.92958 1.04573 1.76270 0.2609
H 5.01941 0.38187 0.57121 0.2306
H 5.99053 -1.56411 0.05738 0.2091
H 5.03926 -2.90129 -0.45670 0.2320
C -0.54933 -2.26726 1.47322 -1.3708
As -0.51701 -0.39358 1.01589 0.8334
C -0.39046 0.48934 2.72694 -1.2465
C -2.29066 0.00411 0.30680 -1.0793
C -3.32130 -0.00060 1.39316 0.0976
C -3.67449 1.18556 2.02991 -0.1862
C -4.59702 1.18183 3.06240 -0.6816
C -5.17793 -0.00897 3.47129 -0.4595
C -4.84158 -1.19410 2.83480 -0.7520
C -3.91921 -1.18993 1.80042 -0.1403
H -1.36341 -2.47207 2.16883 0.4757
H 0.40692 -2.52212 1.92962 0.4506
H -0.67481 -2.85527 0.56434 0.3710
H -1.20004 0.12899 3.36510 0.4293
H -0.47342 1.56922 2.61013 0.3920
H 0.57108 0.24119 3.17259 0.4152
H -2.47855 -0.75213 -0.45762 0.5264
H -2.22125 0.97401 -0.19127 0.4875
H -3.23045 2.11933 1.70926 0.3998
H -4.86839 2.10928 3.54362 0.4205
H -5.89929 -0.01205 4.27460 0.4051
H -5.30553 -2.12254 3.13677 0.4047
H -3.67967 -2.11604 1.29186 0.4768
N -1.37308 0.31794 -3.86122 -0.4397
C -0.61521 0.77109 -2.85289 0.8517
N -0.21415 2.03927 -2.85076 -0.3392
O -0.37627 -0.00898 -1.89815 -0.6886
H -1.49954 0.84915 -4.70371 0.1917
H -1.55870 -0.67056 -3.89034 0.2431
H -0.26281 2.58587 -3.69402 0.2401
H 0.52954 2.27959 -2.19818 0.2127
F 4.11949 0.44112 -5.02765 -0.3678
Te 3.28498 0.77335 -3.41044 2.0589
F 4.11424 -0.77450 -2.74667 -0.4221
F 1.82843 -0.24929 -4.01300 -0.4660
F 4.78181 1.77483 -2.91505 -0.4226
F 2.53338 2.29874 -4.20627 -0.4185
O 2.46260 1.17458 -1.82727 -0.7989
```

For the HOMO energy (alpha / beta), the calculation gives -10.6 / -10.6 eV. The calculation puts the energy relative to the best compared isomer or geometry (same formula, charge and spin) at 10.8 kcal per mole. The electronic energy is -119107.138 eV. Its net charge is +1. Its HOMO-LUMO gap (alpha / beta) is 0.2661 / 0.2661 Eh.

Maximum force / eV Å⁻¹: 5.66, 0.76, 1.09